# 1
Entry from the Open Molecules 2025 dataset: a structure of composition C31H55BBrClFMgN4NaO7 in a non-equilibrium geometry (ωB97M-V with the def2-TZVPD basis set).

```
103
Properties=species:S:1:pos:R:3:forces:R:3
C -3.059 -0.979 0.079 -0.896 -0.151 -0.701
C -2.140 -0.774 -0.680 1.379 -1.151 0.422
C -0.760 -0.597 -1.315 0.325 2.741 0.491
N -0.855 0.771 -1.967 -0.685 -0.865 -0.869
O 0.164 -0.325 -0.276 -0.555 -0.268 -0.042
B 1.265 -1.305 -0.205 -0.317 -1.509 -1.056
C 2.783 -0.860 -0.655 0.260 1.225 0.650
C 3.029 0.670 -0.648 2.035 -0.866 -0.810
C 4.543 0.912 -1.092 -0.962 -0.525 0.475
O 2.191 1.236 -1.664 0.283 0.619 0.808
C 2.531 2.567 -1.984 -1.400 0.539 -1.283
C 1.178 3.260 -2.348 0.977 0.016 -0.117
C 0.591 3.021 -3.659 -1.695 1.348 1.467
C -0.676 3.632 -3.978 0.872 0.398 0.883
C -1.297 4.422 -2.987 1.129 -0.477 1.042
C -0.700 4.671 -1.703 1.005 -0.562 -0.524
C 0.560 4.063 -1.380 -0.944 -0.654 -0.537
C 1.087 -2.200 1.175 -0.498 0.474 0.254
F 2.330 -2.467 1.865 -0.334 0.031 0.051
C 0.095 -1.615 2.208 0.091 -0.968 1.011
C -0.027 -2.558 3.471 -0.393 -0.062 0.181
O 0.861 -2.251 -1.298 -0.875 -0.408 -0.637
C -0.109 -1.727 -2.213 1.543 -1.603 0.357
C 0.701 -1.305 -3.490 -0.246 0.960 0.031
C -0.890 -3.016 -2.658 -0.946 -0.465 0.189
C -1.511 -3.834 -1.451 0.082 -0.065 -0.499
C -1.898 -2.830 -3.855 0.198 0.046 0.943
C -2.957 -1.697 -3.701 -0.959 -0.635 -1.045
C -4.238 -2.185 -2.921 0.569 0.045 -1.074
H -4.044 -1.262 0.445 0.858 0.393 0.045
H -0.949 0.671 -2.979 -0.058 0.060 0.178
H -1.726 1.180 -1.626 0.272 0.144 -0.284
H 2.963 -1.205 -1.699 -0.140 0.240 0.633
H 3.593 -1.320 -0.039 -0.652 0.225 -0.213
H 2.878 1.130 0.366 -0.318 -0.135 -0.675
H 4.917 1.913 -0.789 0.035 -0.524 -0.327
H 4.577 0.772 -2.194 0.164 0.237 0.725
H 5.143 0.093 -0.646 -0.150 0.795 -0.220
H 2.990 3.142 -1.155 -0.043 -0.426 -0.378
H 3.142 2.576 -2.918 0.061 0.194 0.819
H 1.079 2.355 -4.442 -0.658 -0.449 0.808
H -1.152 3.457 -4.950 0.378 0.065 0.618
H -2.380 4.958 -3.148 1.231 -1.331 -0.184
H -1.167 5.287 -0.917 0.135 -0.038 -0.844
H 1.051 4.199 -0.386 -0.596 -0.045 -0.999
H 0.679 -3.189 0.852 0.474 0.447 0.360
H -0.928 -1.563 1.780 0.844 0.278 -0.098
H 0.401 -0.608 2.580 -0.232 -0.498 -0.581
H 0.351 -3.585 3.262 -0.013 0.731 0.124
H -1.087 -2.699 3.786 0.616 0.235 -0.236
H 0.499 -2.141 4.365 -0.106 -0.348 -0.603
H 1.429 -0.490 -3.306 -0.505 -0.361 0.196
H 1.295 -2.197 -3.781 -0.561 0.539 0.080
H 0.052 -0.966 -4.333 0.393 -0.367 0.445
H -0.108 -3.702 -3.058 -0.251 0.788 0.283
H -1.084 -4.865 -1.454 -0.189 0.714 0.093
H -1.278 -3.373 -0.473 -0.224 -0.259 -0.547
H -2.604 -3.968 -1.582 0.572 0.242 0.268
H -2.460 -3.792 -3.944 0.422 0.574 -0.141
H -1.297 -2.708 -4.777 -0.451 0.072 0.373
H -2.568 -0.732 -3.326 -0.078 -0.626 0.001
H -3.342 -1.484 -4.742 0.517 -0.031 1.072
H -4.570 -3.104 -3.464 0.058 0.515 0.550
H -4.034 -2.435 -1.868 -0.289 0.299 -0.504
H -5.039 -1.426 -3.053 0.419 -0.412 0.460
O 7.053 -0.575 -2.217 0.284 0.012 -0.075
H 7.250 -0.555 -3.160 -0.101 -0.025 0.010
H 7.919 -0.616 -1.798 -0.042 -0.042 0.008
C -7.415 -0.847 -5.799 0.365 0.102 -0.017
C -6.001 -0.447 -5.899 -0.094 -0.025 0.019
N -4.897 -0.136 -5.974 -0.427 -0.030 -0.074
H -8.029 -0.193 -6.417 0.032 -0.007 0.012
H -7.534 -1.874 -6.139 0.024 0.024 0.013
H -7.747 -0.774 -4.764 0.032 -0.002 -0.020
C -1.317 -1.168 7.375 0.407 -0.585 -1.535
C -2.397 -1.755 6.521 0.540 0.139 0.204
N -3.213 -2.210 5.850 0.244 0.171 0.218
H -0.374 -1.142 6.824 -0.010 -0.009 -0.009
H -1.589 -0.143 7.663 1.397 0.003 -1.158
H -1.185 -1.770 8.276 0.089 -0.022 -0.056
C 2.648 3.727 4.114 -0.040 0.262 0.301
C 1.981 4.784 3.238 -0.648 -0.584 -0.180
C 0.666 5.251 3.837 0.003 0.233 0.124
O 1.760 4.229 1.945 0.448 0.305 0.218
H 2.013 2.845 4.204 0.099 -0.005 0.070
H 3.579 3.394 3.659 -0.712 -0.935 -0.348
H 2.860 4.108 5.121 -0.150 -0.068 0.083
H 2.650 5.645 3.111 -0.064 0.047 -0.239
H -0.034 4.417 3.930 0.113 -0.057 0.052
H 0.196 5.992 3.191 0.104 0.006 0.008
H 0.814 5.692 4.825 -0.062 -0.014 -0.009
H 1.172 3.467 2.044 -0.007 0.003 -0.171
Na 4.985 4.499 3.881 0.838 0.600 -0.041
C 1.835 -4.194 6.389 0.041 -0.295 -0.270
N 1.064 -3.338 7.321 -0.012 -0.363 -0.044
O -0.047 -3.714 7.644 0.276 0.119 0.052
O 1.599 -2.314 7.702 -0.141 0.033 0.052
H 1.236 -5.062 6.137 -0.057 0.099 0.045
H 2.048 -3.602 5.501 0.054 0.011 0.060
H 2.752 -4.492 6.891 0.004 0.155 -0.002
Mg -2.964 -0.415 8.668 -2.856 0.541 2.304
Br -3.208 4.958 -4.830 -1.285 0.721 -0.725
Cl 1.811 2.832 -5.994 0.339 0.341 -0.236
```
Positions in Å, forces in eV/Å.

Properties
- Orbital gap: 2.0 eV
- E: -149135.4136 eV
- 2S+1: 1



# 2
Entry from the Open Molecules 2025 dataset: the molecule C4H9N3 in a non-equilibrium geometry (ωB97M-V with the def2-TZVPD basis set).

```
16
Properties=species:S:1:pos:R:3:forces:R:3
N -0.079 1.064 -0.493 0.447 -3.497 -0.645
C -0.802 -0.132 -0.139 -3.114 1.303 2.161
N 0.143 1.916 0.546 0.613 0.218 0.954
N -1.630 -0.590 -1.193 0.420 -0.451 -0.193
C 0.941 -0.272 -0.778 1.635 2.092 -1.037
C -1.008 -0.564 1.159 0.178 0.450 -1.441
C 1.904 -0.773 -0.021 -0.096 0.293 0.192
H 0.833 2.617 0.292 -0.044 -0.306 0.015
H 0.362 1.486 1.448 0.011 0.110 -0.353
H -2.584 -0.739 -0.896 0.249 0.009 0.000
H -1.588 -0.006 -2.021 0.043 -0.044 0.307
H 0.937 -0.420 -1.851 -0.154 -0.042 0.086
H -1.463 -1.521 1.332 -0.309 -0.132 -0.047
H -0.596 -0.070 2.021 0.185 0.066 0.024
H 2.719 -1.326 -0.462 -0.113 -0.221 -0.093
H 1.908 -0.668 1.056 0.050 0.152 0.071
```
Positions in Å, forces in eV/Å.

Properties
- Orbital gap (alpha / beta): 7.9 / 7.9 eV
- Energy above the lowest of the compared OMol25 structures with the same formula, charge and spin: 485.2 kJ/mol
- E: -8759.4957 eV
- 2S+1: 1



# 3
Entry from the Open Molecules 2025 dataset: a structure of composition C20H21CrO3 in a non-equilibrium geometry (ωB97M-V with the def2-TZVPD basis set).

```
45
Properties=species:S:1:pos:R:3:forces:R:3
C 0.742 -1.550 1.904 0.119 -1.639 -0.668
C -0.612 -2.066 2.027 0.492 0.237 -1.246
C -1.088 -2.278 0.667 1.487 -1.400 0.562
H -1.141 -2.337 2.939 0.084 0.362 -0.193
C 0.036 -2.160 -0.216 -0.339 -0.188 0.813
C 1.134 -1.684 0.521 -0.258 -0.416 0.839
H 2.136 -1.575 0.102 -0.368 0.393 0.274
H 1.393 -1.252 2.723 -0.180 -0.133 -0.189
H -2.038 -2.724 0.378 0.247 0.293 0.246
H 0.076 -2.523 -1.243 -0.109 0.469 0.267
C -1.216 2.144 0.276 1.037 1.264 0.755
C -1.117 2.146 1.719 1.230 0.164 -0.728
C 0.252 1.760 2.044 0.034 1.266 -0.816
H -1.888 2.449 2.422 0.124 -0.202 -0.180
C 0.961 1.608 0.789 -0.255 0.793 0.730
C 0.077 1.906 -0.276 -0.434 0.152 0.696
H 0.362 2.058 -1.322 -0.233 -0.559 0.430
H -2.075 2.462 -0.310 0.210 -0.383 0.339
H 0.666 1.685 3.049 -0.054 0.003 -0.329
H 2.031 1.423 0.649 -0.530 -0.176 0.281
Cr -0.861 0.011 1.366 -2.011 -0.180 -2.422
O 0.468 -0.314 -2.951 -0.991 0.449 1.149
C -0.986 -0.579 -2.969 1.531 -0.193 -1.085
C -0.007 -1.083 -4.007 -1.470 -0.490 1.175
H -1.249 -1.158 -2.097 -0.321 -0.154 -0.289
H -1.712 0.144 -3.355 0.606 0.325 0.661
H 0.135 -2.172 -4.006 0.584 0.387 -0.105
H 1.253 -1.942 -6.171 -0.347 0.269 -0.166
C 0.868 -0.925 -6.294 -0.355 0.443 0.179
C 0.175 -0.322 -5.239 0.528 0.395 -0.973
C -0.122 1.064 -5.274 0.378 -0.550 -0.186
H -0.451 1.580 -4.369 -0.143 -0.322 -0.374
C 0.131 1.787 -6.432 -0.103 -0.508 -0.192
H -0.179 2.828 -6.490 0.245 -0.124 -0.004
C 0.714 1.148 -7.537 -0.026 -0.166 0.066
H 0.854 1.706 -8.465 0.056 -0.193 0.253
C 1.117 -0.191 -7.448 -0.270 0.375 -0.451
H 1.564 -0.685 -8.312 0.074 0.231 0.233
C -3.852 -0.789 2.233 0.526 -0.150 -0.964
O -3.747 -0.957 0.786 -1.256 0.179 1.067
C -2.776 -0.164 0.204 1.366 1.429 0.364
O -3.025 0.372 -0.865 -0.415 -1.367 0.500
H -4.864 -0.408 2.429 0.316 -0.110 0.112
H -3.080 -0.070 2.621 -0.655 -0.566 -0.410
H -3.694 -1.771 2.702 -0.152 0.291 -0.019
```
Positions in Å, forces in eV/Å.

Properties
- Orbital gap (alpha / beta): 5.2 / 7.0 eV
- Energy above the lowest of the compared OMol25 structures with the same formula, charge and spin: 75.7 kJ/mol
- E: -55641.0022 eV
- Total charge: -1
- <S²>: 6.048
- 2S+1: 5



# 4
Entry from the Open Molecules 2025 dataset: a structure of composition C3H3AgO3 in a non-equilibrium geometry (ωB97M-V with the def2-TZVPD basis set).

```
10
Properties=species:S:1:pos:R:3:forces:R:3
C 1.708 -0.045 -0.942 0.614 0.641 -0.826
C 0.898 -0.341 0.082 -1.397 0.196 2.484
O -0.124 0.410 0.517 2.164 -1.594 -3.008
Ag -0.793 1.269 2.263 0.527 0.946 1.975
H 1.687 0.932 -1.426 -0.158 -0.356 0.018
H 2.400 -0.804 -1.305 -0.133 0.293 0.148
H 1.064 -1.246 0.683 -0.166 -0.002 -0.479
O -2.494 0.659 0.919 0.883 -0.391 -1.962
C -2.057 -0.003 0.005 -4.477 -0.857 1.567
O -2.289 -0.831 -0.796 2.143 1.123 0.082
```
Positions in Å, forces in eV/Å.

Properties
- Orbital gap (alpha / beta): 6.2 / 6.0 eV
- Energy above the lowest of the compared OMol25 structures with the same formula, charge and spin: 41.8 kJ/mol
- E: -13296.0424 eV
- <S²>: 2.025
- 2S+1: 3



> Look up the 2S+1 of the first one.

1



> What is the E in the third record?

-55641.0022 eV



> Look up the 2S+1 of the second one.

1